[1]
Molecular formula: C24H66N4O11
Method: DFT, wB97M-V/def2-TZVPD

Structure (SMILES): COCCNCCOC.COCCNCCOC.COCCNCCOC.COCCNCCOC.O.O.O
Spin multiplicity: 1
Electronic energy, Eh: -2000.43584
Max |F|, eV Å⁻¹: 2.7
Net charge: 0
M, g/mol: 586.8
E_HOMO, Ha: -0.309

Last column: Mulliken charge in e.
Element x y z (Å)
C  -2.033  -3.143  9.331  -0.777
O  -2.140  -3.660  8.001  -0.315
C  -3.271  -4.482  7.679  -0.505
C  -2.982  -5.261  6.432  -0.815
N  -2.499  -4.408  5.393  -0.238
C  -1.914  -5.216  4.333  -0.772
C  -1.248  -4.385  3.210  -0.415
O  -0.525  -3.300  3.755  -0.336
C  -1.258  -2.128  3.889  -0.537
H  -2.978  -2.987  9.846  0.330
H  -1.499  -2.197  9.230  0.244
H  -1.413  -3.857  9.940  0.260
H  -4.205  -3.891  7.523  0.295
H  -3.526  -5.122  8.524  0.463
H  -3.877  -5.845  6.070  0.337
H  -2.291  -6.067  6.695  0.420
H  -1.728  -3.863  5.772  0.277
H  -2.698  -5.882  3.856  0.371
H  -1.135  -5.868  4.725  0.415
H  -1.939  -3.984  2.410  0.094
H  -0.524  -4.916  2.607  0.378
H  -0.674  -1.362  4.385  0.368
H  -2.187  -2.199  4.467  0.414
H  -1.507  -1.886  2.849  -0.010
C  -3.548  -0.801  -2.500  -0.448
O  -3.644  -1.543  -1.283  -0.460
C  -2.480  -1.423  -0.510  -0.776
C  -2.475  -0.102  0.338  1.641
N  -3.587  -0.169  1.226  -0.236
C  -3.980  1.050  1.916  -0.830
C  -3.195  1.338  3.217  -0.429
O  -1.829  1.784  3.037  -0.531
C  -1.727  2.893  2.186  -0.290
H  -4.473  -1.040  -3.054  0.342
H  -2.656  -0.945  -3.164  0.265
H  -3.620  0.278  -2.191  0.075
H  -1.510  -1.478  -1.004  0.477
H  -2.496  -2.307  0.083  0.172
H  -2.543  0.715  -0.426  -0.837
H  -1.534  -0.001  0.862  -0.362
H  -4.329  -0.631  0.750  0.309
H  -4.954  0.823  2.256  0.546
H  -3.944  1.800  1.147  0.280
H  -3.140  0.361  3.754  0.162
H  -3.746  2.076  3.778  0.402
H  -1.915  2.631  1.134  -0.134
H  -0.656  3.216  2.192  0.156
H  -2.480  3.639  2.506  0.377
C  5.962  -2.212  -4.465  -0.840
O  5.227  -1.090  -4.202  -0.225
C  6.030  0.116  -4.066  -0.628
C  5.050  1.288  -3.915  -0.357
N  4.436  1.327  -2.589  -0.222
C  3.720  2.574  -2.377  0.361
C  3.224  2.643  -0.927  -0.718
O  2.216  3.618  -0.828  -0.289
C  1.770  3.813  0.549  -0.501
H  5.315  -3.054  -4.318  0.249
H  6.833  -2.312  -3.803  0.317
H  6.401  -2.211  -5.469  0.305
H  6.639  0.261  -4.947  0.424
H  6.725  0.099  -3.194  0.340
H  4.288  1.360  -4.621  0.101
H  5.553  2.304  -4.057  0.361
H  5.211  1.236  -1.950  0.228
H  2.865  2.648  -3.122  -0.473
H  4.316  3.543  -2.488  0.280
H  4.049  2.841  -0.280  0.389
H  2.842  1.652  -0.644  0.314
H  2.535  4.165  1.244  0.317
H  1.437  2.806  0.957  0.064
H  0.907  4.448  0.438  0.304
C  -3.148  3.386  -2.340  -0.174
O  -2.104  3.452  -3.262  -0.406
C  -1.278  2.239  -3.151  0.164
C  0.066  2.590  -3.736  -0.386
N  -0.095  3.020  -5.151  -0.323
C  1.178  3.084  -5.808  -0.530
C  1.645  1.710  -6.311  -0.542
O  2.921  1.919  -6.892  -0.318
C  3.487  0.909  -7.620  -0.703
H  -2.837  2.973  -1.390  -0.204
H  -3.921  2.703  -2.717  0.250
H  -3.549  4.401  -2.170  0.348
H  -1.836  1.427  -3.644  0.041
H  -1.181  1.926  -2.099  -0.164
H  0.729  1.713  -3.845  0.285
H  0.552  3.379  -3.150  0.273
H  -0.444  3.949  -5.204  0.251
H  1.950  3.550  -5.124  0.209
H  1.091  3.623  -6.735  0.399
H  0.881  1.408  -7.035  0.425
H  1.717  0.923  -5.585  0.305
H  2.826  0.732  -8.505  0.343
H  3.588  -0.065  -6.996  0.234
H  4.447  1.267  -7.973  0.222
O  2.035  -1.873  3.463  -0.659
H  2.838  -2.354  3.564  0.254
H  1.303  -2.445  3.787  0.385
O  0.540  0.132  -0.469  -0.515
H  1.246  0.760  -0.662  0.132
H  0.686  0.078  0.491  0.329
O  0.764  0.638  2.440  -0.531
H  0.975  -0.183  2.913  0.352
H  -0.111  0.912  2.815  0.335

Forces on the atoms, in the same order (eV/Å):
0.817 -1.020 -0.218
-0.594 -0.118 -0.166
-0.967 0.948 0.768
-0.691 -1.365 0.223
0.540 0.048 -0.800
-0.445 -0.424 -1.635
-0.890 0.896 -0.669
1.038 -0.849 1.098
-1.140 0.772 -0.858
-0.266 0.021 -0.210
-0.068 -0.056 0.198
-0.519 0.644 -0.351
0.714 0.208 0.023
0.249 -0.393 0.026
0.476 0.885 0.441
0.549 -0.050 -0.018
-0.227 0.073 0.115
0.731 0.693 0.591
0.145 -0.325 0.221
0.083 -0.294 1.092
0.200 -0.758 0.286
0.449 0.107 -0.188
0.126 -0.398 -0.166
-0.306 0.944 0.253
-1.170 1.157 0.301
0.813 -0.052 -1.467
0.816 1.020 1.133
-0.114 -1.078 -1.502
0.743 -0.281 1.153
1.227 -1.335 -0.148
0.776 -1.044 -1.180
-0.630 -0.838 0.272
0.499 0.347 -0.436
0.533 0.114 0.052
-0.515 -0.287 0.944
0.250 -0.671 -0.772
-0.219 0.174 -0.899
-0.037 -0.503 1.139
0.098 -0.076 0.573
0.212 0.056 0.084
-0.848 -0.041 -0.157
-1.409 0.396 0.273
-0.346 1.295 0.161
0.003 0.891 -0.191
-0.140 0.405 0.449
-0.164 -0.034 0.143
-1.050 0.140 0.393
0.695 0.177 -0.237
1.443 -0.517 -0.126
0.183 2.308 0.623
-1.539 -0.037 0.084
1.775 1.545 1.415
0.074 0.096 -0.398
-0.424 1.089 0.032
-0.979 -0.758 -1.139
0.088 0.422 1.334
-0.213 -2.200 -0.997
-0.244 -0.587 -0.112
-0.112 -0.063 0.280
-0.247 -0.065 -0.269
0.209 -0.037 -0.456
-0.488 -0.365 -0.298
-1.318 -0.654 -1.541
0.265 -1.164 -0.080
-0.036 0.104 0.570
0.920 -0.197 1.043
-0.242 -1.117 -0.398
0.760 0.355 0.667
0.011 0.038 0.066
0.097 0.393 -0.364
0.212 1.014 -0.371
-0.104 0.429 0.380
-0.829 0.321 -0.262
1.329 -0.968 0.570
-0.778 0.758 0.075
-0.167 -0.232 -1.602
-0.010 -0.565 0.382
1.339 -0.811 0.631
0.164 0.643 -0.546
-0.365 1.554 1.066
-0.843 -2.058 -0.279
0.310 -0.003 0.527
-0.294 0.223 0.048
0.057 -0.514 -0.224
0.507 0.158 -0.282
0.089 0.320 -0.107
-0.347 0.214 0.770
0.017 -0.215 0.193
-0.840 0.598 0.332
-0.323 -0.322 -0.881
0.013 0.800 -0.156
0.186 -0.211 -0.299
0.000 -0.439 0.795
0.599 -0.410 0.361
0.007 1.314 -1.024
0.239 -0.175 0.043
-1.687 0.338 0.208
0.842 -0.582 0.144
0.664 0.130 -0.410
0.450 0.278 0.350
-0.116 -0.024 -0.599
-0.426 -0.186 0.233
-0.966 0.012 0.449
0.365 0.090 -0.129
0.692 -0.187 -0.459

***

[2]
Molecular formula: CH4NO2Si
Method: DFT, wB97M-V/def2-TZVPD

Spin multiplicity: 1
Electronic energy, Eh: -535.12330
Max |F|, eV Å⁻¹: 3.3
Net charge: -1
M, g/mol: 90.1
E_HOMO (spin up / spin down), Ha: -0.169 / -0.057

Last column: Mulliken charge in e.
Element x y z (Å)
C  -0.182  2.381  0.858  0.256
N  -0.167  -3.373  -0.690  -0.523
O  -0.796  2.899  1.777  -0.559
O  0.361  2.641  -0.225  -0.356
Si  0.325  0.633  0.188  0.106
H  -0.229  -2.691  0.139  0.143
H  -1.242  -3.400  -1.065  0.153
H  0.154  0.120  -1.131  -0.102
H  1.776  0.790  0.150  -0.118

Forces on the atoms, in the same order (eV/Å):
-1.950 -1.472 1.954
-2.904 1.003 0.164
0.782 0.327 -0.973
0.426 1.790 -1.368
0.740 -0.323 1.149
-0.090 -1.127 -1.173
3.021 0.255 1.190
-0.778 0.018 -1.322
0.753 -0.471 0.379

***

[3]
Molecular formula: C19H20ClN3O5S
Method: DFT, wB97M-V/def2-TZVPD

Structure (SMILES): CCS(=O)(=O)CCC(=O)NNC(=O)N1Cc2ccccc2Oc2ccc(Cl)cc21
Spin multiplicity: 1
Electronic energy, Eh: -2134.83991
Max |F|, eV Å⁻¹: 3.5
Net charge: 0
M, g/mol: 437.9
E_HOMO, Ha: -0.307

Last column: Mulliken charge in e.
Element x y z (Å)
O  -1.392  1.442  -2.656  -0.706
O  -4.688  -1.151  -0.771  -0.629
O  -1.342  -4.618  1.453  -0.672
O  -0.823  -2.857  -0.090  -0.696
Cl  3.134  -3.603  -2.417  -0.230
O  1.574  0.969  1.131  -0.476
C  -0.743  0.688  -1.955  0.430
C  -3.559  -0.930  -0.500  0.116
C  -0.594  3.747  1.980  -0.545
C  -0.825  4.358  0.749  -0.629
C  3.090  -2.137  -0.119  -0.431
C  2.705  -1.071  0.677  -0.832
C  0.239  2.618  2.061  -0.717
C  1.849  -1.188  -1.919  -0.140
C  -0.199  3.885  -0.393  -0.727
C  2.621  -2.244  -1.433  -0.042
C  1.852  -0.036  0.226  0.776
C  0.823  2.097  0.911  0.667
C  1.421  -0.100  -1.130  -0.354
C  0.620  2.748  -0.328  0.754
N  -1.318  -0.495  -1.561  0.358
N  -2.758  -0.726  -1.598  -0.445
N  0.613  0.875  -1.736  0.341
C  1.143  2.204  -1.634  -0.980
C  -2.185  -5.430  -1.490  -1.235
C  -3.011  -1.029  0.938  -0.206
C  -3.010  -4.390  -0.695  -0.423
C  -2.971  -2.488  1.515  -0.953
S  -1.922  -3.627  0.557  1.048
H  -0.955  4.225  2.877  0.408
H  -1.511  5.191  0.658  0.394
H  3.656  -2.937  0.344  0.408
H  3.094  -1.066  1.681  0.434
H  0.422  2.149  3.014  0.463
H  1.520  -1.246  -2.935  0.466
H  -0.407  4.373  -1.366  0.293
H  -0.771  -1.190  -1.009  0.370
H  -3.303  -0.433  -2.438  0.274
H  2.256  2.237  -1.595  0.376
H  0.843  2.799  -2.502  0.444
H  -1.881  -6.217  -0.807  0.348
H  -2.780  -5.846  -2.312  0.391
H  -1.256  -5.030  -1.965  0.279
H  -3.655  -0.427  1.573  0.473
H  -2.016  -0.617  0.994  0.102
H  -3.399  -3.571  -1.319  0.354
H  -3.845  -4.903  -0.198  0.440
H  -3.955  -2.918  1.457  0.435
H  -2.585  -2.471  2.553  0.426

Forces on the atoms, in the same order (eV/Å):
-0.022 1.056 0.405
-3.469 -0.515 0.245
-1.530 0.065 -0.387
-2.140 -0.475 0.126
-0.383 0.574 0.214
0.469 -0.787 -0.391
-1.117 -0.255 -1.609
2.531 -0.078 0.250
0.818 -0.106 -0.448
-0.038 0.005 0.177
-0.683 -0.276 -0.130
-0.365 0.535 -0.232
-0.524 0.757 -0.264
0.069 -0.608 0.414
-0.141 -0.373 0.034
0.301 0.922 0.659
0.413 -0.324 -0.952
-0.765 0.660 -0.608
0.648 -1.382 1.080
-0.177 0.862 -0.099
-0.447 -1.106 1.391
2.528 1.061 -0.445
0.358 -1.227 -0.090
0.432 1.018 0.528
0.492 0.533 -0.311
0.410 -0.669 -0.484
0.579 0.000 -0.338
0.310 0.877 -0.737
3.035 0.435 0.370
-0.284 -0.262 0.132
0.114 0.074 0.172
0.145 0.107 -0.227
-0.154 0.287 0.252
0.098 -0.126 0.068
-0.247 0.195 -0.505
0.288 -0.517 0.691
-1.036 0.395 -0.620
1.202 -0.390 0.826
-0.703 -0.658 -0.319
-0.153 0.024 0.338
-0.010 -0.205 -0.067
-0.043 0.058 0.369
-0.770 0.035 0.547
-0.180 -0.038 -0.024
0.384 0.180 -0.005
0.165 -0.202 0.232
0.273 0.342 0.145
-0.519 -0.235 0.290
-0.158 -0.245 -0.664